Entry 1:
Here is a molecular structure, C4H8N2O2 at a distorted geometry from the Open Molecules 2025 dataset. Energies are from wB97M-V/def2-TZVPD.

Calculated values
E_HOMO: -0.3141 Eh
2S+1: 1
energy above the lowest of the compared OMol25 structures with the same formula, charge and spin: 13.8497 eV

```
16
C4H8N2O2, DFT wB97M-V/def2-TZVPD
C 1.417 -1.044 -0.005
C 0.154 -0.373 0.300
C -0.869 -0.216 -0.739
C -2.178 0.599 0.050
H 1.607 1.264 0.971
H 3.256 1.616 -0.228
H 1.047 -2.031 -0.179
H 0.002 -0.223 1.301
H -1.065 -0.797 -1.554
H -1.739 0.954 0.999
H -2.362 1.499 -0.642
H -3.872 -0.210 2.111
N 2.620 0.699 0.403
N 2.597 -0.600 -0.025
O 0.116 0.884 -0.530
O -3.183 -0.454 0.148
```

***

Entry 2:
Here is a molecular structure, C4H8N2O2 at a distorted geometry from the Open Molecules 2025 dataset. Energies are from wB97M-V/def2-TZVPD.

Calculated values
E_HOMO: -0.3373 Eh
2S+1: 1
energy above the lowest of the compared OMol25 structures with the same formula, charge and spin: 8.8187 eV

```
16
C4H8N2O2, DFT wB97M-V/def2-TZVPD
C 1.175 -0.588 0.896
C 1.390 0.773 0.476
C -1.547 0.151 -1.425
C -0.401 -0.889 0.952
H 1.489 -1.064 2.111
H 1.740 -1.408 0.410
H 0.678 1.398 0.944
H 2.218 1.382 0.052
H -0.556 1.817 -1.809
H -2.118 0.686 -2.443
H -0.784 0.190 0.941
H -0.540 -1.585 1.835
N -0.657 1.134 -0.947
N -1.849 -0.958 -1.013
O 0.651 0.545 -0.838
O -0.890 -1.582 -0.141
```

***

no.,Kohn-Sham gap (eV),DFT total energy (eV)
1,5.598,-11340.263
2,9.792,-11345.294